Density functional theory data (wB97M-V/def2-TZVPD) for a cluster of 3 separate species, C14H26ClN2O5S2 in total in a non-equilibrium geometry.

Geometry as XYZ:
```
50
Properties=species:S:1:pos:R:3
C -3.0723 2.1867 1.3934
C -2.8728 0.8538 0.6720
S -3.0345 0.9289 -1.1271
C -1.5534 1.8794 -1.5808
C -0.3419 1.1535 -1.1122
C 0.4130 1.5142 -0.0262
C 1.4590 0.6810 0.3963
C 2.2260 0.9935 1.6394
S 1.2426 0.3998 3.0126
O 1.9897 0.3883 4.2247
O -0.0296 1.0663 2.9038
N 1.7549 -0.4395 -0.2181
N 1.0182 -0.7595 -1.2720
C 1.3714 -2.0327 -1.9104
C 0.1556 -2.9374 -2.0597
O -0.1405 -3.4912 -3.0737
Cl -0.7620 -3.1009 -0.5775
C 0.0167 -0.0414 -1.7310
H -3.7663 2.8165 0.8380
H -2.1304 2.7197 1.5097
H -3.5026 2.0189 2.3776
H -1.8982 0.4346 0.9238
H -3.6192 0.1224 0.9740
H -1.5895 2.8963 -1.1985
H -1.5750 1.9071 -2.6698
H 0.1889 2.4084 0.5400
H 3.1678 0.4478 1.6459
H 2.3772 2.0601 1.7691
H 1.0363 -0.8738 2.5949
H 2.1015 -2.5155 -1.2656
H 1.8023 -1.8533 -2.8929
H -0.5392 -0.4193 -2.5791
C 4.3086 4.4181 5.1557
C 3.0769 3.7454 4.5877
O 3.3773 2.9700 3.4161
H 4.7706 5.0666 4.4115
H 4.0510 5.0175 6.0285
H 5.0483 3.6757 5.4636
H 2.3448 4.4846 4.2671
H 2.6065 3.1005 5.3343
H 4.0179 2.3005 3.6802
C -2.3186 -5.8866 -5.0183
C -3.0584 -4.5892 -5.2808
O -4.1072 -4.3665 -4.3421
H -3.0079 -6.7300 -5.0484
H -1.5350 -6.0495 -5.7593
H -1.8539 -5.8693 -4.0292
H -3.5349 -4.6099 -6.2592
H -2.3612 -3.7429 -5.2650
H -3.7186 -4.3476 -3.4628
```

## Properties
charge = +1
max |F| = 1.21 eV/A
highest occupied orbital energy = -12.046 eV
E_tot = -62341.751 eV